Formula: C12H15BrIN4O
Source: the Open Molecules 2025 dataset
Level of theory: wB97M-V/def2-TZVPD

The geometry in XYZ format:
```
34
Properties=species:S:1:pos:R:3:forces:R:3:lowdin_charge:R:1
I 4.42960 1.83566 0.45882 0.347 0.033 -0.002 1.096
Br 6.52439 -0.14782 -1.70044 -0.363 -0.235 0.142 0.753
O 0.10540 0.39075 -0.48310 -0.234 1.390 0.854 -0.156
N 5.20413 -1.35722 -1.25674 -0.117 -1.372 -0.299 -0.412
N 3.20336 -2.37080 -0.38236 -1.418 5.919 2.898 0.137
N 3.71733 -0.02903 0.15603 -1.035 -3.661 -1.045 -0.451
N 2.49895 -0.37424 0.73051 -2.468 -4.187 0.575 -0.147
C 0.44641 1.23089 0.63614 -0.130 1.009 1.285 -0.344
C 1.55907 0.45075 1.54105 -1.636 0.377 0.090 -0.099
C -1.13200 0.78991 -1.12027 -1.713 -0.583 -1.171 -0.167
C -3.00969 0.17232 0.86053 -1.829 -1.956 -1.898 -0.036
C -3.23255 -0.89292 -1.55078 -0.682 0.619 2.877 -0.025
C -4.53590 -1.63159 -1.14465 1.700 2.127 2.353 -0.065
C 2.17156 -1.76304 0.44707 3.819 1.800 -1.781 0.037
C -2.43620 0.04722 -0.57073 -3.279 -2.264 1.003 -0.135
C 0.90298 2.72116 0.24304 0.006 -0.253 -1.335 -0.091
C -4.32205 -0.56885 1.30139 1.220 -0.414 -3.549 -0.057
C 4.09541 -1.22386 -0.51777 -1.214 -0.222 0.676 -0.407
C -5.10493 -1.47219 0.29103 3.389 2.030 -0.845 -0.062
H 1.31559 3.33099 1.11888 -0.484 -1.117 -1.160 0.087
H 1.22043 -2.28783 0.82520 1.770 1.147 -0.696 0.173
H -4.70185 -0.41660 2.37068 0.627 -0.299 -1.856 0.090
H -0.46553 1.35267 1.33782 1.390 -0.359 -1.000 0.135
H -1.32608 1.91641 -1.12965 0.563 -1.482 0.305 0.128
H 1.67770 2.60560 -0.60889 -1.053 0.429 1.483 0.054
H -2.77907 -0.99932 -2.60159 -1.017 0.038 1.747 0.094
H 0.05139 3.35206 -0.21989 1.206 -1.220 0.893 0.089
H 0.94442 -0.28817 2.18217 1.294 0.981 -1.098 0.149
H -5.08705 -2.28850 -1.90341 1.011 1.146 1.272 0.095
H 2.06445 1.16850 2.26710 -0.407 -1.028 -1.174 0.110
H -1.03383 0.47940 -2.23020 -0.080 0.468 1.847 0.136
H -2.49714 0.80689 1.65507 -0.806 -0.893 -1.283 0.075
H -6.08036 -1.98841 0.60047 1.747 0.890 -0.537 0.095
H 5.34041 -2.31055 -1.64912 -0.124 1.144 0.429 0.121
```
Forces are in eV/Å.

charge: +1
M: 438.09 g mol⁻¹
2S+1: 1
structure (SMILES): C[C@H](Cn1cnc(NBr)[n+]1I)OCc1ccccc1
LUMO energy: -4.8 eV


Formula: C12H15F2INO10
Source: the Open Molecules 2025 dataset
Level of theory: wB97M-V/def2-TZVPD

The geometry in XYZ format:
```
41
Properties=species:S:1:pos:R:3:forces:R:3:lowdin_charge:R:1
I -1.29284 -2.15500 -1.04433 -0.167 -0.178 -0.017 0.886
F -1.60858 -3.26739 2.80729 0.075 -0.013 -0.020 0.081
F 1.55371 3.56584 3.56832 0.028 -0.027 -0.041 0.072
O -3.37273 0.13887 -0.09258 0.046 0.039 -0.135 -0.114
O 2.70142 3.85305 -0.71453 0.066 -0.032 -0.037 0.170
O 2.20119 0.07961 -0.29526 -0.095 -0.090 0.811 0.124
O 0.66683 3.81210 0.24624 0.041 0.038 0.004 0.065
O -0.84475 -4.60914 1.15380 -0.104 -0.228 -0.047 0.046
O -4.17813 1.59589 -1.63447 0.370 -0.386 0.280 -0.090
O 2.47977 3.90128 1.53313 -0.043 0.273 -0.031 0.132
O 1.15362 0.18036 -2.26829 0.001 0.202 -0.314 -0.061
O 0.26571 -6.31898 0.17434 0.073 -0.005 -0.024 0.184
O -0.36057 -6.43696 2.33431 -0.050 0.042 0.073 0.061
N -1.81956 -0.80950 -2.48693 0.592 0.307 -0.246 -0.451
C -0.91452 -5.49315 3.25436 -0.011 -0.137 0.076 -0.058
C -3.34222 0.77305 -1.16881 -0.592 0.440 -0.091 -0.736
C 0.20878 3.65115 1.59336 -0.186 -0.077 0.001 -0.036
C 2.01478 3.84816 0.25124 -0.077 -0.145 0.090 -0.549
C -0.25441 -5.83447 1.11820 0.008 0.105 0.065 -0.549
C 3.47464 0.76281 -2.17568 0.125 -0.230 0.011 0.014
C -1.62796 -4.52908 2.33083 0.109 0.169 -0.032 -0.324
C 0.33676 1.37683 -2.25650 -0.500 -0.169 0.298 -0.147
C -0.90169 1.22973 -1.38519 0.319 0.187 -0.127 -0.171
C 1.38279 4.19342 2.37869 0.073 -0.194 -0.054 -0.316
C 2.23517 0.30885 -1.46474 0.136 0.018 -0.314 -0.569
C -2.08598 0.56362 -2.05608 -0.240 -0.021 0.287 -0.424
H 1.34907 5.26992 2.55761 0.009 -0.005 0.112 0.168
H 0.93971 2.20326 -1.87849 0.084 0.119 -0.167 0.100
H -2.65696 -4.80236 2.09150 -0.041 0.110 0.015 0.175
H 4.32013 0.69448 -1.49958 0.080 0.084 0.025 0.083
H -0.11010 -4.98993 3.79234 -0.026 0.107 -0.029 0.142
H -0.71510 4.20012 1.74892 0.018 0.063 -0.165 0.143
H -1.57511 -5.98947 3.96000 0.008 -0.130 -0.094 0.135
H -2.62533 -1.16572 -2.98107 -0.182 -0.171 0.229 0.020
H -0.61407 0.75184 -0.44879 -0.143 -0.182 0.068 0.091
H 3.33817 1.79427 -2.49453 -0.005 0.066 -0.093 0.080
H 0.04330 2.59256 1.79746 0.074 -0.016 0.057 0.152
H -2.28717 1.11954 -2.97510 -0.020 -0.083 -0.176 0.132
H -1.24010 2.23749 -1.13199 0.005 0.086 0.030 0.123
H 0.03722 1.57051 -3.28438 0.152 0.012 -0.136 0.128
H 3.64086 0.13291 -3.04623 -0.010 0.050 -0.143 0.085
```
Forces are in eV/Å.

charge: -1
relative energy (zero: lowest compared OMol25 entry of this formula, charge and spin): 3.12 kcal per mole
M: 498.15 g mol⁻¹
2S+1: 1
LUMO energy: 2.5 eV


Formula: C12H15F9O6
Source: the Open Molecules 2025 dataset
Level of theory: wB97M-V/def2-TZVPD

The geometry in XYZ format:
```
42
Properties=species:S:1:pos:R:3:forces:R:3:lowdin_charge:R:1
F -6.07219 0.11453 -0.99367 0.066 -0.038 0.062 0.169
F 1.54253 -0.76718 -1.99227 -0.019 -0.127 -0.184 0.157
F 0.22316 -0.43634 -3.67852 0.106 -0.125 0.021 0.155
F -5.79357 -1.34307 0.58659 0.025 -0.016 -0.022 0.168
F 2.39173 1.98900 4.37388 0.031 0.083 -0.040 0.162
F 2.97459 0.20459 5.44757 -0.046 -0.037 -0.005 0.171
F -6.08538 0.74592 1.07211 0.054 -0.022 0.008 0.169
F 1.57111 1.58579 6.33364 -0.068 -0.003 0.103 0.173
F 1.22897 -2.34322 -3.45534 -0.022 0.037 0.038 0.179
O 2.62964 0.72983 -4.33252 -0.067 0.293 0.160 0.173
O -0.32871 0.91590 4.66427 0.338 0.170 0.066 0.033
O -3.47737 -0.04543 -1.00662 -0.323 0.137 -0.190 0.048
O 0.98132 -0.72937 3.85252 0.239 -0.357 -0.269 0.175
O -3.39142 0.30228 1.21676 0.163 0.208 0.335 0.161
O 3.40039 -1.38523 -4.45326 -0.280 0.231 0.248 0.025
C -2.43489 -0.32128 4.73570 0.542 -0.383 -0.348 -0.048
C -5.51763 -0.09017 0.20265 -0.150 0.115 -0.113 -0.545
C 0.81081 0.26505 4.48253 -0.501 0.216 0.343 -0.403
C -1.47391 0.49341 3.89955 -0.304 0.082 -0.683 -0.207
C -3.98554 0.11111 0.19903 -0.013 -0.310 -0.161 -0.400
C 2.54748 -0.43550 -4.09625 0.219 -0.397 -0.329 -0.400
C -1.68114 1.56944 -1.32343 0.017 0.912 0.166 -0.055
C 4.64824 -0.95775 -5.04911 0.690 -0.368 0.560 -0.175
C 5.71620 -0.83232 -3.96098 -0.214 -0.161 0.050 -0.054
C 1.36305 -1.03161 -3.30047 -0.091 0.322 0.119 -0.536
C -2.05120 0.12821 -1.12827 0.562 -0.416 -0.243 -0.192
C 1.95463 1.01947 5.19237 0.173 -0.036 -0.098 -0.553
H 5.74494 0.15789 -3.51082 -0.087 -0.004 0.032 0.079
H -2.49233 0.08189 5.74326 -0.332 0.062 -0.007 0.082
H -1.87394 2.19777 -0.44983 -0.052 -0.233 0.075 0.082
H -0.62442 1.69287 -1.56323 0.044 -0.289 0.050 0.081
H -1.58084 -0.35628 -0.27465 0.080 0.262 0.128 0.126
H 4.90617 -1.79735 -5.68736 -0.079 0.210 -0.327 0.124
H 5.50480 -1.57439 -3.18926 0.046 0.069 0.047 0.084
H -2.07544 -1.35173 4.78419 0.026 0.047 0.211 0.083
H -3.39240 -0.36257 4.22107 -0.166 0.199 0.218 0.077
H -1.74879 -0.43133 -2.01200 -0.338 -0.099 -0.007 0.114
H -1.91307 1.41293 3.51430 -0.081 0.055 0.306 0.124
H -2.22837 2.02093 -2.15341 -0.089 -0.226 -0.037 0.088
H 4.52326 -0.02183 -5.57997 -0.189 -0.089 -0.270 0.119
H -1.14723 -0.05812 3.01860 0.119 -0.096 0.142 0.113
H 6.70674 -1.06675 -4.34937 -0.031 0.123 -0.155 0.077
```
Forces are in eV/Å.

relative energy (zero: lowest compared OMol25 entry of this formula, charge and spin): 1.56 kcal per mole
M: 426.23 g mol⁻¹
2S+1: 1
structure (SMILES): CCOC(=O)C(F)(F)F.CCOC(=O)C(F)(F)F.CCOC(=O)C(F)(F)F
LUMO energy: 0.6 eV


Formula: C12H15N2O
Source: the Open Molecules 2025 dataset
Level of theory: wB97M-V/def2-TZVPD

The geometry in XYZ format:
```
30
Properties=species:S:1:pos:R:3:forces:R:3:lowdin_charge:R:1
O 0.12916 0.88483 0.59815 0.031 0.295 -1.744 0.102
N -2.10511 1.40322 0.14129 1.307 -0.165 -0.056 -0.195
N -1.00705 -1.64008 0.30790 0.717 2.286 -0.140 0.016
C -3.36071 1.68130 0.81841 2.352 -2.509 3.358 -0.007
C 4.55306 -0.66626 0.00359 2.979 -1.078 -0.044 -0.094
C 2.28431 0.14537 0.21148 2.505 -1.844 -0.968 -0.119
C -2.06147 1.47675 -1.32309 -0.100 0.659 1.302 0.025
C 0.90447 -0.11166 0.35494 -1.610 -1.608 -0.605 -0.127
C 3.24982 -0.95063 0.03619 -3.129 -0.463 2.086 0.001
C 5.08078 0.61131 0.01472 -0.111 1.011 -0.482 -0.022
C 0.27065 -1.47771 0.20010 -2.636 1.263 0.786 -0.015
C 2.84218 1.41112 0.08027 0.455 -0.918 0.597 -0.009
C 4.19347 1.67512 0.05046 -0.050 0.282 -0.504 -0.032
C -1.68426 -2.88614 0.27453 -1.286 -3.096 -0.447 -0.124
C -1.17017 0.91911 0.88340 -1.127 -0.215 2.477 -0.043
H -3.25874 1.03409 1.77239 -0.855 0.816 -1.603 0.135
H -2.93802 0.90110 -1.65088 0.906 -0.546 -0.445 0.107
H -2.20713 -3.18054 1.23886 1.196 0.808 -0.528 0.108
H 3.00052 -2.02184 0.26437 -0.118 1.237 -0.664 0.134
H -0.99541 -3.75340 -0.00828 -0.844 0.967 0.363 0.099
H -1.00828 1.15446 -1.50479 -1.268 0.352 -1.192 0.111
H 5.31114 -1.47831 0.03671 -0.846 0.424 -0.233 0.136
H 0.85728 -2.31793 0.06414 1.701 -1.475 -0.345 0.092
H 4.37616 2.75294 -0.04121 0.839 -0.686 0.113 0.130
H -4.13062 1.43080 0.20329 -2.367 -0.835 -1.512 0.060
H -2.36207 2.50656 -1.53980 0.850 0.013 -0.610 0.106
H -3.45973 2.64036 1.20868 0.146 2.028 0.079 0.079
H -2.66438 -3.00434 -0.37795 2.247 1.094 0.597 0.126
H 6.14706 0.72521 -0.11809 0.038 0.220 0.309 0.122
H 2.28521 2.26733 -0.00782 -1.921 1.683 0.056 0.097
```
Forces are in eV/Å.

charge: +1
relative energy (zero: lowest compared OMol25 entry of this formula, charge and spin): 117.56 kcal per mole
M: 203.27 g mol⁻¹
2S+1: 1
LUMO energy (spin up / spin down): -5.3 / -5.3 eV